# C23H17CoN8O4SSe

C23H17CoN8O4SSe as an isolated structure (ωB97M-V/def2-TZVPD, OMol25).

Results
- HOMO level (alpha / beta) (eV) = -8.13 / -8.13
- spin multiplicity = 5
- total energy (eV) = -158047.0291
- charge = 0
- gap between HOMO and LUMO (alpha / beta) (eV) = 7.7932 / 4.6128
- energy above the lowest of the compared OMol25 structures with the same formula, charge and spin (kJ/mol) = 41.4
- <S²> = 6.023

Each line ends with the Mulliken charge.
Cartesian coordinates (Å):
Co -0.850 1.432 -0.850  -0.2380
O 3.003 1.836 0.513  -0.6538
C 1.969 1.788 -0.119  0.0694
N 0.706 2.160 0.237  0.1842
C 0.469 2.790 1.436  0.4615
O 1.268 3.208 2.241  -0.6528
C -1.009 2.972 1.688  0.1465
C -1.449 3.506 2.883  -0.6252
C -2.808 3.555 3.124  -0.3844
C -3.680 3.067 2.163  -0.6975
C -3.158 2.569 0.988  -0.2843
N -1.843 2.537 0.743  0.6740
C 2.005 1.237 -1.530  0.5586
C 3.174 0.711 -2.048  -0.6099
C 3.177 0.284 -3.362  -0.3384
C 2.019 0.422 -4.116  -0.9760
C 0.890 0.941 -3.513  0.0369
N 0.876 1.329 -2.233  0.1530
H -0.710 3.834 3.600  0.5225
H -3.186 3.947 4.059  0.4183
H -4.749 3.059 2.320  0.4207
H -3.806 2.163 0.221  0.4148
H 4.044 0.667 -1.409  0.5079
H 4.071 -0.140 -3.801  0.4320
H 1.981 0.129 -5.155  0.4523
H -0.030 1.064 -4.069  0.3518
N 3.550 -3.914 2.882  -0.5398
C 2.390 -3.200 2.624  1.0857
C 1.139 -3.805 2.760  -0.7641
C -0.018 -3.107 2.464  -0.4108
C 0.068 -1.793 2.027  -0.3966
C 1.307 -1.176 1.897  -0.2820
C 2.460 -1.875 2.186  -0.9511
S -1.384 -0.868 1.724  1.3108
O -1.346 0.302 2.560  -0.6628
O -2.514 -1.749 1.798  -0.7513
N -1.215 -0.310 0.196  -0.1743
C -1.312 -1.168 -0.864  0.7467
N -1.230 -2.497 -0.796  -0.4300
C -1.333 -3.143 -1.948  -0.2075
C -1.501 -2.512 -3.177  -0.9638
C -1.533 -1.135 -3.148  0.1382
N -1.442 -0.460 -2.007  -0.0758
H 3.461 -4.730 3.462  0.2182
H 4.381 -3.376 3.058  0.2287
H 1.079 -4.835 3.095  0.2903
H -0.988 -3.577 2.551  0.5032
H 1.373 -0.139 1.594  0.4725
H 3.423 -1.386 2.084  0.3479
H -1.266 -4.224 -1.891  0.4340
H -1.594 -3.062 -4.100  0.4103
H -1.651 -0.549 -4.054  0.3778
Se -2.289 2.871 -2.125  -0.0322
C -2.213 2.349 -3.884  0.2338
N -2.173 2.001 -4.984  -0.5001